{"formula": "C18H22N2O5", "method": "wB97M-V/def2-TZVPD", "elements": ["C", "O", "C", "C", "C", "C", "C", "C", "O", "C", "H", "H", "H", "H", "C", "H", "H", "C", "N", "C", "O", "C", "H", "H", "C", "N", "C", "O", "C", "C", "C", "C", "O", "H", "H", "H", "H", "H", "H", "H", "H", "H", "H", "H", "H", "H", "H"], "coordinates": [[-3.8059, -1.0181, -1.4402], [-2.5953, -0.3542, -1.7295], [-1.4223, -0.8557, -1.2227], [-0.2960, -0.6461, -2.0072], [0.9489, -1.1037, -1.6205], [1.0918, -1.8086, -0.4367], [-0.0224, -1.9868, 0.3728], [-1.2743, -1.5077, 0.0146], [-2.3836, -1.6257, 0.8137], [-2.2230, -2.1644, 2.1023], [-1.4848, -1.6014, 2.6819], [-3.1999, -2.0791, 2.5770], [-1.9333, -3.2199, 2.0675], [0.1043, -2.5110, 1.3065], [2.4357, -2.3235, -0.0085], [2.3519, -3.3328, 0.3981], [3.1044, -2.3447, -0.8688], [3.0644, -1.4112, 1.0618], [2.9723, -0.0151, 0.6943], [3.6272, 0.4600, -0.3759], [4.4485, -0.1872, -0.9994], [3.3337, 1.9037, -0.7881], [2.9495, 1.8636, -1.8107], [4.3019, 2.4071, -0.8357], [2.3879, 2.7299, 0.0826], [0.9864, 2.4394, -0.1279], [0.2057, 1.8088, 0.7746], [0.6538, 1.2641, 1.7769], [-1.2277, 1.8599, 0.4861], [-2.2927, 1.4767, 1.2619], [-3.4505, 1.8108, 0.5311], [-3.0097, 2.3666, -0.6330], [-1.6747, 2.4125, -0.6683], [-3.5355, 2.7498, -1.4851], [-4.4679, 1.6588, 0.8273], [-2.2356, 1.0238, 2.2295], [0.5509, 2.7960, -0.9640], [2.5437, 3.7901, -0.1467], [2.6023, 2.5767, 1.1431], [2.2059, 0.4965, 1.1181], [2.5531, -1.5287, 2.0177], [4.1190, -1.6780, 1.1769], [1.8074, -0.9326, -2.2518], [-0.4299, -0.1181, -2.9387], [-4.1577, -0.8005, -0.4300], [-4.5249, -0.6401, -2.1673], [-3.7031, -2.0997, -1.5596]], "gap_ev": 8.61, "total_energy_ev": -32240.741, "smiles": "COc1ccc(CCNC(=O)CCNC(=O)c2ccco2)cc1OC", "e_above_lowest_ev": 1.352}

---

{"formula": "C11H15N", "method": "wB97M-V/def2-TZVPD", "elements": ["C", "C", "H", "H", "H", "H", "H", "H", "C", "C", "C", "C", "C", "C", "C", "C", "C", "N", "H", "H", "H", "H", "H", "H", "H", "H", "H"], "coordinates": [[3.5704, -0.3638, -4.4902], [2.6314, -1.3243, -3.7601], [3.0639, 0.1278, -5.3290], [3.8585, 0.4624, -3.8416], [4.4920, -0.8487, -4.8102], [3.2118, -1.7558, -2.9379], [2.3100, -2.1579, -4.3735], [1.8504, -0.7699, -3.2447], [-0.8732, 3.0626, 1.7363], [-0.7282, 0.6000, 0.9269], [-0.9207, 1.5923, 1.9452], [-0.9267, -0.6650, 1.4960], [-1.1979, 0.8942, 3.0739], [-0.3191, -0.4504, -1.1876], [-0.5026, -1.7106, -0.5882], [-0.4385, 0.7031, -0.4434], [-0.8593, -1.8306, 0.7338], [-1.2506, -0.4630, 2.8047], [0.0025, -0.3789, -2.2150], [-0.3286, -2.5922, -1.1872], [-0.2022, 1.6438, -0.9198], [-1.0016, -2.7973, 1.1953], [0.0495, 3.3923, 1.2606], [-0.9519, 3.5837, 2.7000], [-1.3845, 1.2156, 4.0851], [-1.2510, -1.1156, 3.5682], [-1.7040, 3.4806, 1.1662]], "gap_ev": 8.83, "total_energy_ev": -13140.524, "smiles": "Cc1c[nH]c2ccccc12.CC", "e_above_lowest_ev": 0.267}

---

{"formula": "C36H33F5O15P2S2", "method": "wB97M-V/def2-TZVPD", "elements": ["C", "C", "C", "C", "P", "O", "C", "P", "C", "O", "C", "C", "C", "C", "C", "S", "O", "O", "O", "C", "C", "C", "O", "C", "C", "C", "C", "F", "F", "C", "C", "C", "C", "C", "C", "F", "F", "F", "C", "C", "C", "S", "C", "O", "O", "C", "C", "O", "H", "H", "H", "H", "H", "H", "H", "H", "H", "H", "H", "H", "H", "H", "H", "H", "H", "H", "H", "H", "H", "H", "H", "H", "H", "C", "C", "O", "C", "O", "O", "H", "H", "H", "H", "C", "C", "O", "C", "O", "O", "H", "H", "H", "H"], "coordinates": [[-1.2509, 5.8464, -0.9207], [-1.5538, 4.6932, -1.1516], [-1.7943, 3.2656, -1.3792], [-3.1024, 2.9312, -1.8179], [-4.3241, 4.2953, -1.9995], [-3.8830, 5.2761, -3.0229], [-3.3449, 1.5540, -2.0769], [-5.0648, 1.0701, -2.6287], [-6.0824, 1.4328, -1.1029], [-5.5617, 2.0470, -3.8895], [-2.3383, 0.5639, -1.9002], [-2.7101, -0.8869, -2.2219], [-3.4525, -1.6232, -1.0460], [-4.8811, -2.1253, -1.4374], [-5.0833, -3.6231, -1.0052], [-6.0488, -3.6551, 0.5179], [-6.3729, -5.0044, 0.8639], [-7.2435, -2.8753, 0.3237], [-5.1184, -2.9341, 1.6283], [-1.0535, 0.9178, -1.4429], [-0.8176, 2.2922, -1.1814], [0.5586, 2.6675, -0.6703], [0.7930, 3.6792, -0.0439], [1.7309, 1.7130, -0.9034], [3.0249, 2.2179, -0.8132], [4.1344, 1.3697, -0.9850], [5.5497, 1.9258, -0.8404], [5.4653, 3.1438, -0.1974], [6.0610, 2.1733, -2.0890], [6.5141, 1.0227, -0.0840], [6.3448, 0.6645, 1.2574], [7.2667, -0.1345, 1.9313], [8.4075, -0.6313, 1.2858], [8.5695, -0.2857, -0.0665], [9.8319, -0.8112, -0.7491], [9.8527, -0.6101, -2.0739], [10.8921, -0.1323, -0.2238], [10.0346, -2.1183, -0.4877], [7.6515, 0.5175, -0.7350], [3.8750, 0.0301, -1.2861], [2.5790, -0.4727, -1.3770], [2.4435, -2.2276, -1.7812], [1.8873, -3.1169, -0.2902], [1.5342, -2.4127, -2.8904], [3.7295, -2.8064, -2.1247], [1.4622, 0.3540, -1.1658], [0.0199, -0.1455, -1.2047], [-0.2584, -1.3052, -1.0238], [-1.1275, 6.9165, -0.8930], [-4.4643, 4.9354, -0.7298], [-5.6160, 3.8169, -2.3279], [-5.7265, 0.7051, -0.3449], [-5.8774, 2.4302, -0.6699], [-7.1560, 1.2653, -1.2715], [-5.6231, 1.4491, -4.6459], [-3.3821, -0.8985, -3.0997], [-1.8423, -1.4934, -2.5298], [-2.8208, -2.4961, -0.7908], [-3.4714, -1.0068, -0.1272], [-5.0518, -2.1102, -2.5287], [-5.6356, -1.4553, -0.9981], [-4.1189, -4.1495, -0.8967], [-5.6360, -4.1605, -1.7930], [-5.2225, -1.9743, 1.4930], [3.1988, 3.2769, -0.6076], [5.4876, 1.0253, 1.8363], [7.1623, -0.3983, 2.9893], [9.1457, -1.2582, 1.7915], [7.8313, 0.7497, -1.7876], [4.7236, -0.6433, -1.4556], [2.6713, -3.7689, 0.1060], [1.5605, -2.3445, 0.4120], [0.9831, -3.6602, -0.6129], [0.6652, -5.0124, 3.7235], [0.7801, -4.0216, 4.8535], [1.7985, -3.1338, 4.3885], [1.8234, -3.2126, 3.0349], [2.4398, -2.4815, 2.3277], [1.0506, -4.2356, 2.5883], [-0.3444, -5.3998, 3.6046], [1.3567, -5.8509, 3.8285], [-0.1397, -3.4536, 5.0084], [1.0699, -4.4875, 5.7929], [-3.0387, 3.9124, 2.3065], [-2.7410, 3.2142, 3.6080], [-3.2217, 1.8894, 3.3684], [-3.2176, 1.6900, 2.0288], [-3.4031, 0.6357, 1.5053], [-2.9761, 2.8443, 1.3595], [-2.3114, 4.6859, 2.0675], [-4.0404, 4.3479, 2.2820], [-1.6717, 3.1679, 3.8240], [-3.2532, 3.6667, 4.4544]], "gap_ev": 7.19, "total_energy_ev": -122412.960, "smiles": "C#Cc1c([PH2]=O)c(P(C)O)c(CCCCS(=O)(=O)O)c2c1C(=O)c1cc(C(F)(F)c3cccc(C(F)(F)F)c3)cc(S(C)(=O)=O)c1C2=O.O=C1OCCO1.O=C1OCCO1"}

---

no.,maximum force (eV/Å)
1,1.35
2,1.51
3,3.16